{"formula": "C5H15N2O", "method": "ωB97M-V with the def2-TZVPD basis set", "elements": ["C", "C", "C", "C", "N", "C", "N", "H", "H", "H", "H", "H", "H", "H", "H", "H", "H", "H", "H", "H", "H", "H", "O"], "xyz": [[0.018, 1.804, -1.949], [-0.706, 1.461, -0.563], [-0.053, 0.378, 0.198], [-0.415, -0.945, -0.054], [-0.232, -1.970, 0.757], [1.140, 0.691, 1.052], [0.611, 0.564, -2.654], [0.830, 2.530, -1.730], [-0.717, 2.272, -2.610], [-1.707, 1.149, -0.926], [-0.873, 2.420, -0.080], [-1.137, -1.235, -0.834], [-0.410, -2.924, 0.482], [0.007, -1.717, 1.710], [1.831, 1.307, 0.474], [1.867, -0.122, 1.177], [0.868, 1.004, 2.038], [1.484, 0.276, -2.207], [0.772, 0.676, -3.655], [-0.091, -0.117, -2.349], [-0.442, -2.950, 3.901], [-1.539, -2.172, 4.341], [-1.105, -2.378, 3.480]], "atomic_forces_ev_per_a": [[1.0, 1.2, 1.0], [-1.0, -0.4, -2.7], [1.2, 0.1, 0.5], [-2.0, -1.5, 0.1], [0.8, 1.6, -0.1], [0.9, -1.3, -1.1], [-0.8, 0.8, 2.0], [-0.4, -0.6, -0.5], [0.3, -0.2, 0.0], [0.3, -0.1, 0.6], [0.4, -0.1, 0.4], [0.5, 0.5, -0.3], [-0.3, -0.2, 0.2], [0.3, -0.8, 0.5], [-0.5, 1.2, 0.4], [-0.8, -0.7, 0.2], [0.0, 1.0, 0.5], [0.1, 0.1, -0.2], [-0.4, -0.2, -0.2], [0.3, -0.6, -1.3], [0.3, -0.2, -0.7], [-0.4, 0.4, -1.1], [0.4, -0.2, 1.7]], "lowdin_spin": [0.041, 0.047, 0.358, 0.118, 0.312, 0.050, 0.008, 0.001, 0.002, 0.005, 0.005, 0.008, 0.006, 0.005, 0.009, 0.001, 0.020, 0.002, 0.000, 0.001, 0.000, 0.000, 0.002], "gap_ev": [10.462, 7.386], "lumo_ev": [-7.46, -10.58], "homo_ev": [-17.9, -18.0], "spin_multiplicity": 2, "energy_ha": -383.572868, "charge": 2, "de_lowest_kcal_mol": 23.52}



{"formula": "C23H30IrN4O2PS2", "method": "ωB97M-V with the def2-TZVPD basis set", "elements": ["Ir", "C", "N", "C", "C", "C", "C", "C", "C", "N", "C", "C", "C", "C", "C", "C", "N", "C", "C", "C", "C", "C", "N", "H", "H", "H", "H", "H", "H", "H", "H", "H", "H", "H", "H", "H", "H", "H", "H", "H", "H", "C", "C", "O", "P", "S", "S", "O", "C", "C", "H", "H", "H", "H", "H", "H", "H", "H", "H", "H", "C", "H", "H"], "xyz": [[0.461, 0.629, -0.486], [1.172, -2.097, -1.808], [0.994, -1.768, -0.400], [2.227, -1.707, 0.370], [3.102, -0.550, -0.024], [4.476, -0.681, -0.130], [5.249, 0.430, -0.420], [4.614, 1.647, -0.591], [3.237, 1.707, -0.490], [2.487, 0.632, -0.222], [-0.039, -2.563, 0.253], [-1.435, -2.238, -0.234], [-2.471, -3.146, -0.055], [-3.737, -2.801, -0.496], [-3.922, -1.573, -1.112], [-2.832, -0.728, -1.243], [-1.618, -1.057, -0.809], [1.509, -0.945, -2.732], [2.297, -1.152, -3.851], [2.406, -0.147, -4.800], [1.696, 1.025, -4.617], [0.960, 1.185, -3.454], [0.901, 0.238, -2.514], [0.210, -2.474, -2.165], [1.905, -2.904, -1.952], [2.806, -2.639, 0.311], [1.934, -1.545, 1.411], [4.925, -1.654, 0.022], [6.324, 0.346, -0.508], [5.164, 2.551, -0.810], [2.699, 2.635, -0.618], [0.005, -2.325, 1.317], [0.142, -3.641, 0.136], [-2.282, -4.099, 0.424], [-4.567, -3.483, -0.364], [-4.893, -1.267, -1.479], [-2.906, 0.261, -1.680], [2.798, -2.102, -3.981], [3.022, -0.289, -5.679], [1.718, 1.822, -5.347], [0.365, 2.067, -3.246], [-3.396, 3.727, 3.511], [-2.028, 3.929, 2.891], [-1.168, 2.787, 3.024], [-1.620, 1.459, 2.175], [0.269, 0.578, 1.870], [-1.430, 2.392, -1.366], [-2.269, 0.642, 3.469], [-2.754, -0.669, 3.195], [-1.835, -1.728, 3.770], [-3.968, 4.655, 3.436], [-3.308, 3.449, 4.562], [-3.951, 2.944, 2.994], [-1.500, 4.738, 3.397], [-2.120, 4.188, 1.832], [-2.886, -0.807, 2.114], [-3.744, -0.741, 3.653], [-0.831, -1.615, 3.362], [-2.211, -2.726, 3.530], [-1.774, -1.631, 4.854], [0.202, 2.618, -0.782], [0.335, 3.202, 0.135], [0.885, 3.009, -1.550]], "atomic_forces_ev_per_a": [[-0.2, 0.6, -0.4], [0.0, -0.1, 0.0], [-0.2, 0.3, -0.1], [0.0, -0.1, 0.0], [0.0, 0.0, 0.0], [0.0, 0.0, 0.1], [0.0, 0.0, 0.0], [0.0, 0.0, 0.0], [-0.1, 0.1, 0.1], [0.1, -0.5, -0.2], [0.0, 0.0, 0.1], [0.0, 0.0, -0.1], [0.0, 0.0, 0.0], [0.0, 0.0, 0.0], [0.0, 0.0, 0.0], [0.0, 0.0, 0.2], [-0.2, -0.2, -0.1], [-0.1, 0.0, 0.0], [-0.1, 0.0, 0.0], [0.0, 0.0, 0.0], [0.0, 0.0, 0.0], [-0.1, 0.0, 0.0], [0.4, 0.0, 0.1], [0.0, 0.0, 0.0], [0.0, 0.0, 0.0], [0.0, 0.0, 0.0], [0.0, 0.0, 0.0], [0.0, 0.0, 0.0], [0.0, 0.0, 0.0], [0.0, 0.0, 0.0], [0.0, 0.0, 0.0], [0.0, 0.0, 0.0], [0.0, 0.0, 0.0], [0.0, 0.0, 0.0], [0.0, 0.0, 0.0], [0.0, 0.0, 0.0], [0.0, 0.0, 0.0], [0.0, 0.0, 0.0], [0.0, 0.0, 0.0], [0.0, 0.0, 0.0], [0.0, 0.0, 0.0], [0.0, 0.0, 0.0], [0.1, 0.0, 0.0], [-0.2, 0.0, 0.0], [-0.1, 0.1, -0.2], [-0.2, 0.3, 0.0], [0.2, -0.6, 0.3], [0.3, -0.2, 0.1], [-0.1, 0.1, 0.0], [0.0, 0.0, 0.0], [0.0, 0.0, 0.0], [0.0, 0.0, 0.0], [0.0, 0.0, 0.0], [0.0, 0.0, 0.0], [0.0, 0.0, 0.0], [0.0, 0.0, 0.0], [0.0, 0.0, 0.0], [0.0, 0.0, 0.0], [0.0, 0.0, 0.0], [0.0, 0.0, 0.0], [0.3, 0.2, 0.1], [-0.2, 0.0, 0.0], [0.1, 0.1, 0.1]], "mulliken_charge": [1.661, -0.866, 0.107, -1.356, 1.403, -1.016, -0.480, -0.920, -0.071, 0.158, -1.180, 0.676, -0.985, -0.499, -0.810, -0.398, 0.631, 0.984, -1.212, -0.423, -1.057, 0.014, -0.013, 0.418, 0.245, 0.267, 0.441, 0.463, 0.425, 0.439, 0.342, 0.241, 0.347, 0.484, 0.423, 0.440, 0.232, 0.447, 0.432, 0.431, 0.387, -1.024, -0.270, -0.205, 0.059, -0.640, -0.401, -0.293, -0.035, -0.912, 0.411, 0.248, 0.272, 0.346, 0.271, -0.009, 0.326, 0.051, 0.352, 0.356, -1.257, 0.488, 0.612], "gap_ev": 6.347, "lumo_ev": 0.03, "homo_ev": -6.3, "spin_multiplicity": 1, "energy_ha": -2506.044805, "charge": 0, "de_lowest_kcal_mol": 30.40}